Formula: CH2BrN3
Source: the Open Molecules 2025 dataset
Level of theory: ωB97M-V/def2-TZVPD

Total charge: 0
ΔE to the lowest compared entry with this formula, charge and spin: 86.2 kcal/mol
Electronic energy: -75578.421 eV
Kohn-Sham gap (spin up / spin down): 9.4 / 5.1 eV
Strongest force on any atom: 0.047 hartree/bohr

Structure (XYZ):
```
7
Properties=species:S:1:pos:R:3:nbo_charge:R:1
C -0.080 1.451 -0.905 0.330
N -0.335 2.575 -1.041 -0.300
N 0.519 -0.634 -0.067 -0.464
N 0.038 0.179 -0.932 -0.224
Br -1.423 -1.620 2.343 -0.146
H 0.264 -1.609 -0.168 0.412
H 1.017 -0.343 0.771 0.391
```

***

Formula: CH2BrN3
Source: the Open Molecules 2025 dataset
Level of theory: ωB97M-V/def2-TZVPD

Total charge: 0
ΔE to the lowest compared entry with this formula, charge and spin: 73.3 kcal/mol
Electronic energy: -75575.205 eV
Multiplicity: 3
Expectation value of S²: 2.01
Kohn-Sham gap (spin up / spin down): 10.2 / 5.7 eV
Strongest force on any atom: 0.037 hartree/bohr

Structure (XYZ):
```
7
Properties=species:S:1:pos:R:3:lowdin_spin:R:1
C 0.632 -0.007 0.042 0.637
N 0.164 1.192 0.064 0.049
N -0.519 -0.718 -0.021 0.097
N -1.107 0.594 -0.147 0.093
Br 3.381 -0.361 0.029 1.114
H -0.788 -1.519 -0.573 0.002
H -1.763 0.820 0.606 0.009
```

***

Formula: CH2BrNOS
Source: the Open Molecules 2025 dataset
Level of theory: ωB97M-V/def2-TZVPD

Total charge: 0
ΔE to the lowest compared entry with this formula, charge and spin: 46.3 kcal/mol
Electronic energy: -85482.491 eV
Kohn-Sham gap: 9.0 eV
Strongest force on any atom: 0.076 hartree/bohr

Structure (XYZ):
```
7
Properties=species:S:1:pos:R:3:nbo_charge:R:1
C 1.695 1.039 0.396 0.471
N -1.327 0.544 -0.491 -0.959
O 2.298 1.149 -0.540 -0.469
S -1.383 -0.886 0.101 0.857
Br 0.256 -2.418 -0.661 -0.319
H -0.698 1.098 -0.032 0.340
H -0.841 -0.526 1.226 0.079
```

***

Formula: CH2BrNSi
Source: the Open Molecules 2025 dataset
Level of theory: ωB97M-V/def2-TZVPD

Total charge: 0
ΔE to the lowest compared entry with this formula, charge and spin: 2.0 kcal/mol
Electronic energy: -80479.731 eV
Kohn-Sham gap: 10.9 eV
Strongest force on any atom: 0.026 hartree/bohr

Structure (XYZ):
```
6
Properties=species:S:1:pos:R:3:nbo_charge:R:1
N 0.626 -3.179 -0.053 -0.271
C 0.319 -2.069 0.034 -0.159
Si 0.445 -0.178 0.043 0.903
Br 2.627 0.028 -0.011 -0.290
H -0.058 0.420 1.360 -0.085
H 0.323 0.198 -1.369 -0.099
```

***

Formula: CH2BrPSi
Source: the Open Molecules 2025 dataset
Level of theory: ωB97M-V/def2-TZVPD

Total charge: 0
ΔE to the lowest compared entry with this formula, charge and spin: 72.2 kcal/mol
Electronic energy: -88272.608 eV
Kohn-Sham gap (spin up / spin down): 6.8 / 6.0 eV
Strongest force on any atom: 0.064 hartree/bohr

Structure (XYZ):
```
6
Properties=species:S:1:pos:R:3:nbo_charge:R:1
C 1.346 -0.129 -0.388 -0.672
Si -0.088 -1.511 -0.083 0.659
P -1.212 -3.534 0.024 -0.155
Br 3.175 -0.601 0.015 0.105
H 0.994 0.866 0.194 0.229
H -1.366 -0.818 0.293 -0.166
```

***

Formula: CH2Cl2FN
Source: the Open Molecules 2025 dataset
Level of theory: ωB97M-V/def2-TZVPD

Total charge: 0
ΔE to the lowest compared entry with this formula, charge and spin: 115.4 kcal/mol
Electronic energy: -30316.591 eV
Kohn-Sham gap: 9.1 eV
Strongest force on any atom: 0.058 hartree/bohr

Structure (XYZ):
```
7
Properties=species:S:1:pos:R:3:nbo_charge:R:1
C -0.387 0.328 -0.214 0.473
N -0.773 -0.542 0.680 -0.488
F -0.849 1.515 0.144 -0.315
Cl -0.523 -2.188 0.501 0.259
Cl -1.776 -0.151 2.207 0.072
H 1.942 0.848 -1.827 0.005
H 2.366 0.190 -1.490 -0.006
```